No. 1
# C8H17MnP2

A molecular structure, C8H17MnP2 at a distorted geometry (ωB97M-V/def2-TZVPD, OMol25).

ORCA input file:
```
! RIJCOSX wB97M-V def2-TZVPD def2/J DEFGRID3
* xyz 0 5
C -0.917 0.659 -1.432
C -1.516 1.903 -1.882
C -0.512 2.943 -1.957
C 0.697 2.345 -1.543
C 0.431 0.955 -1.052
Mn -0.269 -0.778 1.028
P -0.139 -3.032 0.714
H -1.305 -0.397 -1.469
H -2.539 2.039 -2.219
H -0.661 3.948 -2.384
H 1.139 0.145 -0.690
H 1.641 2.891 -1.614
H 1.051 -3.516 0.050
H -1.211 -3.299 -0.247
H -0.379 -3.929 1.826
C -0.395 1.312 3.689
P 0.805 0.796 2.426
C 1.736 2.265 1.941
C 1.860 -0.464 3.202
H -0.996 2.141 3.301
H 0.067 1.624 4.633
H -1.098 0.499 3.904
H 1.996 2.851 2.834
H 2.658 2.001 1.409
H 1.132 2.871 1.253
H 2.085 -0.135 4.224
H 1.340 -1.437 3.225
H 2.786 -0.578 2.623
*
```

Energy relative to the best compared isomer or geometry (same formula, charge and spin) = 27.5 kcal per mole
Gap between HOMO and LUMO (spin up / spin down) = 5.8 / 5.6 eV
Electronic energy = -2148.5255 a.u.
E_HOMO (spin up / spin down) = -0.215 / -0.214 Eh
Expectation value of S² = 6.08

---

No. 2
# C2H3NOS

2 unconnected molecules or ions with the total composition C2H3NOS (ωB97M-V/def2-TZVPD, OMol25).

ORCA input file:
```
! RIJCOSX wB97M-V def2-TZVPD def2/J DEFGRID3
* xyz 0 1
C 0.037 -0.723 -0.565
C 1.297 -0.481 0.257
N 0.547 0.450 -0.527
O -2.938 0.998 0.197
S -2.956 -0.477 0.206
H 1.226 -0.392 1.334
H 2.262 -0.794 -0.122
H 0.525 1.418 -0.780
*
```

Energy relative to the best compared isomer or geometry (same formula, charge and spin) = 120.6 kcal per mole
Gap between HOMO and LUMO (spin up / spin down) = 7.5 / 7.6 eV
Electronic energy = -605.9951 a.u.
E_HOMO (spin up / spin down) = -0.315 / -0.319 Eh

---

No. 3
# C26H35F3O6

C26H35F3O6 in the gas phase (ωB97M-V/def2-TZVPD, OMol25).

ORCA input file:
```
! RIJCOSX wB97M-V def2-TZVPD def2/J DEFGRID3
* xyz 0 1
C 2.704 1.783 2.295
C 3.297 2.394 1.032
C 4.522 3.247 1.327
O 3.718 1.334 0.151
C 2.875 0.908 -0.775
O 1.779 1.380 -0.971
C 3.455 -0.229 -1.587
C 4.003 -1.353 -0.705
C 2.902 -2.040 0.103
C 1.939 -2.802 -0.761
C 0.760 -3.273 -0.383
C 0.167 -3.158 0.986
C -1.341 -2.914 0.959
C -1.743 -1.513 0.461
C -1.644 -1.371 -1.020
C -0.680 -0.695 -1.621
C -0.533 -0.514 -3.106
O -1.511 -1.182 -3.862
C -0.528 0.994 -3.453
O -1.822 1.544 -3.272
C -2.246 1.969 -2.056
C -3.619 2.220 -1.964
C -4.180 2.671 -0.790
C -3.392 2.877 0.330
C -2.031 2.641 0.232
C -1.148 2.802 1.431
F -0.003 3.453 1.173
F -0.772 1.600 1.945
F -1.726 3.452 2.450
C -1.442 2.198 -0.946
C -3.181 -1.301 0.999
O -3.431 0.022 1.404
C -3.364 -2.333 2.137
C -1.993 -2.990 2.354
O -1.238 -2.347 3.352
H 3.443 1.162 2.796
H 2.384 2.573 2.967
H 1.840 1.171 2.046
H 2.532 2.984 0.513
H 4.937 3.645 0.404
H 5.281 2.648 1.822
H 4.242 4.074 1.972
H 2.672 -0.602 -2.249
H 4.263 0.184 -2.196
H 4.747 -0.935 -0.025
H 4.500 -2.090 -1.340
H 3.367 -2.731 0.814
H 2.366 -1.290 0.690
H 2.275 -2.992 -1.772
H 0.161 -3.824 -1.095
H 0.345 -4.097 1.522
H 0.661 -2.369 1.553
H -1.820 -3.665 0.323
H -1.083 -0.769 0.921
H -2.401 -1.882 -1.600
H 0.098 -0.215 -1.047
H 0.429 -0.938 -3.421
H -2.333 -0.682 -3.770
H -0.329 1.114 -4.522
H 0.239 1.515 -2.879
H -4.226 2.047 -2.839
H -5.242 2.852 -0.737
H -3.826 3.209 1.259
H -0.376 2.041 -0.970
H -3.911 -1.474 0.204
H -2.825 0.251 2.119
H -4.099 -3.085 1.856
H -3.710 -1.845 3.048
H -2.084 -4.021 2.706
H -1.070 -1.438 3.076
*
```

Energy relative to the best compared isomer or geometry (same formula, charge and spin) = 0.8 kcal per mole
Gap between HOMO and LUMO = 9.0 eV
Electronic energy = -1762.7813 a.u.
E_HOMO = -0.304 Eh
Structure (SMILES) = CC(C)OC(=O)CCC/C=C\C[C@@H]1[C@@H](/C=C/[C@@H](O)COc2cccc(C(F)(F)F)c2)[C@H](O)C[C@@H]1O

---

No. 4
# C5H8O

C5H8O in the gas phase at a distorted geometry (ωB97M-V/def2-TZVPD, OMol25).

ORCA input file:
```
! RIJCOSX wB97M-V def2-TZVPD def2/J DEFGRID3
* xyz 0 1
C -1.848 -0.500 0.688
C -1.039 -0.450 -0.575
C -0.721 1.120 -0.375
C 0.385 0.092 -0.597
C 1.322 -0.178 0.506
O 2.507 -0.404 0.359
H -2.517 0.346 0.902
H -2.661 -1.241 0.714
H -1.051 -1.444 0.825
H -1.457 -0.779 -1.527
H -0.936 1.805 -1.197
H -0.628 1.678 0.561
H 0.869 0.113 -1.577
H 0.891 -0.154 1.533
*
```

Energy relative to the best compared isomer or geometry (same formula, charge and spin) = 124.1 kcal per mole
Gap between HOMO and LUMO = 9.8 eV
Electronic energy = -270.3601 a.u.
E_HOMO = -0.328 Eh
Structure (SMILES) = C[C@H]1C[C@H]1C=O

---

No. 5
# C42H39Cl2Ge2N4O4ReS3Sb

A molecular structure, C42H39Cl2Ge2N4O4ReS3Sb (ωB97M-V/def2-TZVPD, OMol25).

ORCA input file:
```
! RIJCOSX wB97M-V def2-TZVPD def2/J DEFGRID3
* xyz 0 4
Re -1.382 -2.150 -0.221
O 4.005 -0.927 -0.402
C 3.949 -2.037 0.371
C 5.116 -2.573 0.913
C 5.086 -3.740 1.653
C 3.884 -4.405 1.861
C 2.725 -3.874 1.331
C 2.725 -2.681 0.602
C 1.417 -2.175 0.148
O 0.417 -3.000 0.222
N 1.313 -0.908 -0.220
N 0.008 -0.644 -0.474
C -0.426 0.520 -0.799
C -1.861 0.610 -1.065
C -2.432 1.749 -1.602
C -3.778 1.734 -1.931
C -4.517 0.583 -1.716
C -3.894 -0.520 -1.158
N -2.604 -0.502 -0.818
H 4.924 -0.644 -0.466
H 6.059 -2.067 0.730
H 6.008 -4.135 2.060
H 3.854 -5.325 2.427
H 1.776 -4.369 1.481
H 0.241 1.369 -0.896
H -1.816 2.622 -1.766
H -4.240 2.611 -2.366
H -5.565 0.528 -1.972
H -4.413 -1.448 -0.960
S -4.043 -3.586 4.022
Sb -4.025 -2.294 2.213
S -1.483 -1.582 2.140
S -3.064 -3.667 0.335
Cl -2.428 1.809 -5.887
C -1.125 2.461 -4.930
C -1.133 3.813 -4.652
C -0.116 4.359 -3.884
C 0.871 3.529 -3.382
C 0.857 2.167 -3.648
Cl 2.034 1.185 -2.845
C -0.128 1.584 -4.463
N -0.208 0.237 -4.747
C 0.850 -0.617 -5.151
C 2.006 -0.101 -5.724
C 3.044 -0.942 -6.087
C 2.921 -2.313 -5.902
C 1.744 -2.825 -5.380
C 0.693 -1.996 -5.008
C -0.577 -2.591 -4.460
C -0.459 -2.912 -2.973
O 0.419 -3.622 -2.545
O -1.421 -2.367 -2.250
H -1.927 4.428 -5.052
H -0.101 5.419 -3.669
H 1.662 3.920 -2.757
H -1.124 -0.066 -5.033
H 2.090 0.968 -5.882
H 3.943 -0.525 -6.521
H 3.729 -2.978 -6.173
H 1.630 -3.893 -5.238
H -0.771 -3.536 -4.969
H -1.444 -1.953 -4.617
C 0.378 1.030 6.347
Ge -0.769 -0.249 5.407
C -0.053 -2.060 5.535
C -2.585 -0.187 6.119
Ge -0.838 0.390 3.061
C 0.907 0.946 2.403
C 2.046 0.243 2.796
C 3.309 0.681 2.432
C 3.450 1.834 1.672
C 2.328 2.545 1.278
C 1.063 2.106 1.648
C -2.130 1.802 2.667
C -3.265 1.613 1.886
C -4.171 2.647 1.682
C -3.952 3.888 2.259
C -2.827 4.091 3.048
C -1.928 3.055 3.253
H 0.524 0.699 7.376
H -0.084 2.017 6.368
H 1.354 1.113 5.866
H -0.110 -2.394 6.572
H 0.987 -2.109 5.212
H -0.647 -2.736 4.920
H -2.553 -0.286 7.205
H -3.177 -1.008 5.712
H -3.071 0.757 5.870
H 1.948 -0.669 3.377
H 4.183 0.119 2.739
H 4.437 2.183 1.393
H 2.437 3.447 0.686
H 0.190 2.679 1.350
H -3.459 0.642 1.446
H -5.055 2.477 1.077
H -4.659 4.693 2.106
H -2.654 5.056 3.509
H -1.052 3.230 3.871
*
```

Energy relative to the best compared isomer or geometry (same formula, charge and spin) = 0.0 kcal per mole
Gap between HOMO and LUMO (spin up / spin down) = 6.1 / 5.8 eV
Electronic energy = -8731.3459 a.u.
E_HOMO (spin up / spin down) = -0.269 / -0.276 Eh
Expectation value of S² = 3.78

---

No. 6
# C42H39NO2P2PdS

A molecular structure, C42H39NO2P2PdS at a distorted geometry (ωB97M-V/def2-TZVPD, OMol25).

ORCA input file:
```
! RIJCOSX wB97M-V def2-TZVPD def2/J DEFGRID3
* xyz 2 1
Pd 0.758 -0.110 0.068
O 3.283 0.413 1.988
S 1.837 0.514 1.897
C 1.119 -0.318 3.308
C 1.728 -0.124 4.538
C 1.207 -0.763 5.655
C 0.118 -1.613 5.523
C -0.424 -1.876 4.269
C 0.088 -1.247 3.142
P -0.355 -1.772 1.460
C -1.800 -2.834 1.527
C -3.030 -2.279 1.891
C -4.152 -3.086 1.965
C -4.054 -4.439 1.659
C -2.835 -4.987 1.287
C -1.700 -4.189 1.221
C 1.072 -2.818 0.987
C 1.259 -3.131 -0.374
C 2.401 -3.790 -0.798
C 3.381 -4.141 0.120
C 3.197 -3.862 1.467
C 2.049 -3.215 1.902
C 1.383 2.242 2.037
C 1.347 2.921 3.243
C 1.198 4.301 3.229
C 1.117 4.984 2.024
C 1.163 4.294 0.821
C 1.284 2.909 0.817
P 1.408 1.926 -0.706
C 0.280 2.633 -1.910
C 0.542 2.409 -3.264
C -0.318 2.913 -4.225
C -1.440 3.638 -3.843
C -1.712 3.847 -2.497
C -0.860 3.339 -1.527
C 3.070 2.079 -1.355
C 3.952 1.012 -1.202
C 5.258 1.136 -1.652
C 5.674 2.317 -2.249
C 4.792 3.381 -2.404
C 3.487 3.267 -1.960
H 2.604 0.507 4.619
H 1.656 -0.598 6.625
H -0.287 -2.111 6.394
H -1.218 -2.604 4.161
H -3.106 -1.223 2.131
H -5.103 -2.664 2.261
H -4.932 -5.068 1.713
H -2.761 -6.040 1.053
H -0.748 -4.619 0.941
H 0.493 -2.884 -1.098
H 2.523 -4.026 -1.847
H 4.280 -4.644 -0.210
H 3.945 -4.160 2.189
H 1.918 -3.032 2.961
H 1.420 2.395 4.183
H 1.155 4.844 4.164
H 1.015 6.061 2.020
H 1.095 4.834 -0.115
H 1.426 1.859 -3.563
H -0.105 2.752 -5.274
H -2.100 4.048 -4.596
H -2.581 4.420 -2.202
H -1.076 3.506 -0.479
H 3.627 0.094 -0.728
H 5.948 0.312 -1.537
H 6.693 2.411 -2.600
H 5.123 4.296 -2.875
H 2.796 4.091 -2.093
O -0.256 -0.513 -1.709
C -1.449 -0.212 -1.988
C -1.952 -0.496 -3.371
C -3.061 -1.560 -3.394
C -4.444 -1.025 -3.044
C -4.583 -0.519 -1.613
C -3.680 0.665 -1.291
N -2.272 0.298 -1.086
H -1.091 -0.819 -3.953
H -2.315 0.440 -3.806
H -2.792 -2.381 -2.721
H -3.090 -1.984 -4.398
H -5.183 -1.808 -3.216
H -4.693 -0.211 -3.735
H -4.384 -1.323 -0.898
H -5.614 -0.199 -1.451
H -4.002 1.137 -0.364
H -3.741 1.422 -2.074
H -1.870 0.450 -0.170
*
```

Energy relative to the best compared isomer or geometry (same formula, charge and spin) = 0.0 kcal per mole
Gap between HOMO and LUMO = 7.3 eV
Electronic energy = -3037.4605 a.u.
E_HOMO = -0.499 Eh